Entry 1:
DFT (ωB97M-V/def2-TZVPD) results for C22H23N2 as an isolated structure in a non-equilibrium geometry.

The geometry in ORCA input format:
```
! RIJCOSX wB97M-V def2-TZVPD def2/J DEFGRID3
* xyz 1 1
C -2.394 -1.170 3.041
H 1.115 -0.078 -1.663
H -4.756 1.768 2.187
C 1.061 3.436 2.854
C -0.715 1.275 -0.467
C 2.409 3.053 2.897
H -0.995 2.757 2.868
C -1.845 -0.096 2.271
C 0.262 -2.535 1.959
H 3.781 1.368 2.846
H -5.692 -0.307 3.227
C 2.893 -1.558 2.517
C -0.413 -0.001 1.905
C -3.743 -1.257 3.373
H 1.691 -1.183 -0.287
C 1.229 -0.204 -0.536
H 0.332 -1.998 -1.701
N -0.982 -1.097 -0.286
H -0.759 -2.905 1.871
H -1.209 1.839 0.321
H 0.136 1.859 -0.866
H 1.196 -4.473 1.868
C -4.101 0.913 2.425
C 2.672 -2.923 2.277
H -1.332 -1.662 -2.317
H -1.022 -2.970 -1.148
C 1.797 -0.698 2.407
H 1.924 0.590 -0.134
N -0.164 -0.016 0.019
H 3.513 -3.616 2.241
C 0.511 -1.160 2.059
H -4.126 -2.126 3.851
C -2.743 0.988 2.085
C 0.397 1.186 2.227
C -4.622 -0.223 3.027
H -2.371 1.945 1.660
C 1.371 -3.394 2.030
C 0.047 2.482 2.630
H 3.182 3.810 3.019
C -0.730 -1.955 -1.440
H -1.704 -1.961 3.389
C 2.747 1.704 2.786
H -1.946 -0.876 -0.077
H 0.794 4.486 3.024
H 3.886 -1.148 2.652
C 1.740 0.772 2.484
H -1.420 1.002 -1.265
*
```

Results
Energy relative to the best compared isomer or geometry (same formula, charge and spin) in eV: 1.725
Orbital gap in eV: 7.575
Electronic energy in Eh: -961.32392
LUMO energy in eV: -3.8


Entry 2:
DFT (ωB97M-V/def2-TZVPD) results for a 2-piece molecular cluster, C3H7ClS2Si overall in a non-equilibrium geometry.

The geometry in ORCA input format:
```
! RIJCOSX wB97M-V def2-TZVPD def2/J DEFGRID3
* xyz 0 1
H -1.003 -2.713 -0.799
H -0.366 3.108 -0.224
C 0.379 2.296 -0.132
H 0.677 2.134 2.006
S 0.095 1.165 -1.587
S 0.348 -0.092 1.532
H 1.311 2.732 -0.039
H 0.517 -2.883 0.157
H 0.909 -2.832 -1.696
C 0.083 1.689 1.252
Cl -2.723 -3.267 -0.626
H -0.893 1.764 1.527
C 0.294 -2.423 -0.801
Si 0.372 -0.680 -0.570
*
```

Results
Energy relative to the best compared isomer or geometry (same formula, charge and spin) in eV: 3.662
Orbital gap in eV: 7.087
Electronic energy in Eh: -1664.53356
LUMO energy in eV: -1.2


Entry 3:
DFT (ωB97M-V/def2-TZVPD) results for a 13-piece molecular cluster, C38H108N6O20 overall in a non-equilibrium geometry.

The geometry in ORCA input format:
```
! RIJCOSX wB97M-V def2-TZVPD def2/J DEFGRID3
* xyz 0 1
C 6.455 1.715 -0.682
O 0.165 -2.628 0.313
C -3.321 1.141 5.161
H 0.971 4.777 -3.085
C -3.338 -2.933 2.878
H 3.230 3.493 -1.581
C 3.748 2.208 4.241
C 4.220 1.476 0.176
H 4.880 2.068 5.817
H -4.989 -5.107 -3.183
H 0.757 3.385 -1.956
H -3.400 3.888 -3.772
O 6.040 -3.722 -1.056
H -2.366 2.476 0.158
H 3.634 2.407 -3.712
H -2.438 2.093 2.335
H -1.255 -3.958 0.802
H 6.662 0.654 -0.641
C 3.433 -1.806 -3.590
H -1.022 -3.808 -0.963
H 4.433 2.094 1.060
C -3.026 4.235 -2.777
O 1.964 2.586 2.594
H 3.456 -4.250 3.493
N 8.619 2.203 -1.366
H 1.160 -2.515 3.361
H -1.220 3.747 -0.525
H -1.447 -1.575 -0.380
C 7.251 2.370 -1.783
C -0.052 -0.231 0.646
C -1.423 -1.503 -3.414
O -4.982 -3.357 -0.332
H 0.268 0.012 -1.515
C 7.025 1.764 -3.206
H -0.855 -0.094 6.257
H 4.081 1.271 3.850
C 3.583 5.070 -3.022
C 4.687 -3.930 -0.560
C 1.337 4.273 -2.184
H -4.189 -3.763 -0.025
H -6.378 0.808 0.224
H -4.162 1.164 5.861
H 6.356 -4.578 -1.385
C -5.538 -4.174 -1.312
H 3.187 5.975 -2.664
H -3.040 0.053 5.138
C -4.632 -3.615 3.261
N 3.139 -1.804 3.800
H -3.194 -1.998 3.405
H 2.028 5.025 0.866
O -2.214 1.907 5.607
C 0.806 0.109 -0.589
C -5.830 0.427 -3.560
H 4.378 0.423 0.499
H -1.758 -2.367 -4.087
H -3.644 -2.638 -2.883
H 0.243 0.046 2.672
H 1.873 -2.285 6.158
C 1.277 -2.485 5.322
H -1.477 1.644 5.053
H 6.827 3.414 -1.815
H 8.993 2.883 -0.678
H -0.553 -1.726 -2.776
C 4.226 -2.657 0.133
C -2.292 3.373 -0.525
H 1.519 1.747 2.266
H -5.518 -3.036 3.075
N 2.712 2.726 -3.370
H -4.022 0.594 -0.111
H 4.683 -4.850 0.027
H 3.278 -2.864 0.624
H 1.371 -1.042 1.929
H 1.749 -0.436 -0.552
O -5.569 0.572 -2.169
H 3.981 -1.864 -0.637
C -2.921 3.005 -1.876
O -3.897 5.259 -2.250
H 4.067 -3.960 -1.424
C -3.693 1.575 3.784
H -5.774 -5.225 -1.066
C -4.550 -4.342 -2.489
H -6.431 -2.102 0.670
H -2.956 1.597 -3.378
O 5.054 1.779 -0.959
H -7.085 -0.735 -1.525
H 0.219 -4.653 -0.017
H 0.028 -1.325 7.181
H -6.501 -3.690 -1.517
H -5.337 -0.415 -3.993
H 6.146 2.019 -3.821
H 1.589 -2.759 -1.814
O 3.003 -0.692 -2.813
N 0.841 -0.175 1.857
O -2.618 1.358 2.909
H 6.115 -2.355 0.743
H 2.887 -0.758 3.848
H 0.660 4.013 0.564
H 6.652 2.141 0.293
H 4.577 5.022 -2.748
H -2.904 4.200 -0.192
H -4.384 0.101 1.528
N -6.660 -1.135 0.831
H -5.394 -1.376 -1.539
O 1.262 5.094 -1.090
H 0.598 -3.386 5.538
C -6.012 -0.474 -1.407
H -1.443 -3.127 3.496
H -7.683 -0.977 0.830
H -3.693 -4.833 -2.012
O 1.734 -3.318 -2.570
H 0.704 0.451 -3.845
H -3.987 -1.120 0.327
C -4.829 5.893 -3.039
H -3.876 2.685 3.867
H 9.317 2.247 -2.155
H -4.611 -3.938 4.317
H 1.118 1.087 -0.509
N -2.386 1.800 -2.558
C -0.453 -1.115 6.205
H 7.943 2.015 -3.728
O -4.751 -4.802 2.462
O 5.236 -2.245 1.095
H 3.821 -2.008 3.096
H 1.289 -2.111 -4.146
O -2.587 -1.158 -2.682
O 3.913 2.192 5.663
H -2.086 4.737 -2.981
C -0.953 -0.380 -4.391
C 2.428 -4.157 3.875
H -1.363 -1.745 1.462
C -0.813 -1.569 0.523
H -5.481 1.415 -3.970
H 1.795 1.356 4.291
H 1.816 3.064 4.640
H -0.863 0.461 0.824
H 3.425 5.099 -4.101
H -3.305 -2.675 1.823
H 2.382 -3.399 -4.575
H -2.551 -0.223 -2.359
H 3.675 -0.067 -2.475
H -3.974 2.776 -1.607
O -0.231 0.649 -3.722
C -0.538 -3.839 0.038
C 2.037 -2.704 3.972
H 2.112 3.521 -0.201
H -6.895 0.206 -3.681
C 1.545 4.387 0.092
C 2.790 3.868 -2.511
H -4.035 -5.401 2.733
O -2.214 -3.701 3.298
H 3.230 1.645 -0.169
H -4.644 1.163 3.403
H -1.314 -1.879 5.998
H -5.094 5.281 -3.911
C 2.172 -2.704 -3.780
H 1.764 -4.706 3.250
H 2.310 -4.674 4.832
H -5.680 6.077 -2.426
H -4.429 6.807 -3.418
H 3.923 -1.494 -4.493
H 7.069 0.659 -3.123
O -4.288 -3.230 -3.287
O 0.486 -1.282 5.178
H -0.405 -0.743 -5.230
H 4.171 -2.340 -2.953
C 2.279 2.309 3.997
C -4.490 -0.180 0.493
H 4.256 2.967 3.695
H -1.350 1.816 -2.785
H 2.181 2.957 -4.198
H -1.846 0.117 -4.710
C -5.901 -0.162 0.060
*
```

Results
Energy relative to the best compared isomer or geometry (same formula, charge and spin) in eV: 2.711
Orbital gap in eV: 9.001
Electronic energy in Eh: -3345.64552
LUMO energy in eV: 0.5


Entry 4:
DFT (ωB97M-V/def2-TZVPD) results for C44H47BFGeN12O6PSe2Tl as an isolated structure.

The geometry in ORCA input format:
```
! RIJCOSX wB97M-V def2-TZVPD def2/J DEFGRID3
* xyz -2 2
H -2.781 -0.794 7.485
C -2.660 1.833 3.306
Ge 0.569 -3.183 4.532
O 1.724 1.250 -0.814
H 1.200 -2.203 -6.687
C 2.007 -0.597 4.326
H 2.971 -0.103 4.202
H -3.592 4.181 -2.157
C 1.655 -4.754 0.752
H 3.211 -6.973 6.706
H -1.018 -1.990 -3.838
C 0.865 -4.624 5.918
C -2.695 4.783 -2.206
H -4.633 -0.915 5.851
C -1.403 -1.860 6.228
C -3.676 -1.368 5.622
N -1.346 -1.761 0.126
C -3.231 -2.901 0.234
N 1.708 -0.673 -5.378
C 0.812 -1.757 -5.765
C 2.539 -1.713 -2.706
N -1.281 6.229 -3.496
N -1.578 0.884 -1.124
O 0.099 2.831 0.396
Se -2.224 3.942 0.500
C -2.637 -1.298 6.536
C 0.949 -5.946 0.681
F 1.544 -1.581 0.052
H -2.091 -3.004 3.124
C -2.212 -3.816 0.079
H 2.423 -3.791 -5.330
C -2.666 1.475 -2.976
H -5.222 1.726 -0.316
P 0.866 -0.914 -2.707
C 1.343 -6.725 7.737
H -3.050 5.465 -4.208
H -2.295 -4.887 0.032
C 1.269 -0.536 2.996
C -0.067 -4.964 6.898
H 2.015 -2.969 1.858
C -0.008 -2.317 -3.569
H 1.036 -6.579 -0.195
C -3.524 0.793 -2.141
C 0.113 -6.315 1.726
H -0.409 1.783 3.199
H 3.416 -1.709 -5.937
H 2.786 -5.155 5.114
H 3.668 -0.456 -4.698
N 0.670 -2.822 -4.775
C 2.006 -3.312 -4.437
N -5.531 -1.214 0.989
C -6.768 -0.763 1.094
N -1.482 0.701 1.795
H 0.471 6.815 -2.598
H -2.917 2.458 4.142
H -2.882 1.891 -3.944
C -1.451 1.511 -2.277
C 0.164 -6.000 7.798
H 2.986 -2.523 4.420
H -0.010 -3.327 -0.061
H 0.064 5.623 -0.468
O 0.493 -1.477 2.721
C 2.288 -6.407 6.768
H -0.644 -5.802 3.661
C -5.624 0.825 0.114
C -3.481 -1.998 4.399
C -1.192 -2.495 5.008
H 1.524 -7.536 8.432
C -0.441 6.245 -2.461
C -2.246 -2.550 4.096
N -2.852 0.464 -1.020
H -0.998 -4.412 6.960
H -4.554 0.510 -2.276
C 1.157 0.090 -4.247
Se 1.451 2.905 -0.574
H 1.421 0.018 5.016
O 1.147 3.554 -2.035
H -0.120 -3.141 -2.858
C -1.384 1.489 2.849
H 3.265 -0.956 -2.400
H -0.177 -1.339 -5.969
H -4.593 1.187 2.407
C 0.000 -5.497 2.841
H 1.912 -4.062 -3.648
H -7.524 -1.381 1.554
C 3.001 -1.254 -5.030
N -2.686 -1.670 0.275
C -2.382 5.495 -3.352
C 0.700 -4.295 2.926
H -4.279 -2.030 3.666
C 2.044 -5.375 5.875
C -3.519 1.207 2.432
O 1.469 0.459 2.252
H 2.544 -2.483 -1.933
H -0.597 -1.799 6.953
H -0.514 1.985 -2.538
C -0.668 5.591 -1.264
H 2.309 -2.012 5.951
H 1.845 0.898 -3.983
N -2.788 0.534 1.521
H 2.281 -4.439 -0.073
C 1.522 -3.930 1.862
N -4.831 -0.243 0.363
Tl 0.229 0.077 0.344
H 0.223 0.564 -4.562
C -1.832 4.845 -1.116
B -3.297 -0.252 0.284
C 2.129 -2.017 4.874
C -1.045 -3.042 0.023
H -4.292 -3.027 0.349
O 2.678 3.605 0.212
H -7.764 1.157 0.518
H -0.450 -7.240 1.672
N 2.943 -2.284 -4.000
H -0.582 -6.243 8.546
C -6.891 0.529 0.557
*
```

Results
Energy relative to the best compared isomer or geometry (same formula, charge and spin) in eV: 0.000
<S²>: 0.7556
Orbital gap (spin up / spin down) in eV: 7.164 / 6.796
Electronic energy in Eh: -10331.85840
LUMO energy (spin up / spin down) in eV: 3.9 / 3.5


Entry 5:
DFT (ωB97M-V/def2-TZVPD) results for C30H34Ge2N2RuS2 as an isolated structure in a non-equilibrium geometry.

The geometry in ORCA input format:
```
! RIJCOSX wB97M-V def2-TZVPD def2/J DEFGRID3
* xyz 2 1
C 3.179 -2.261 0.325
H -4.903 0.814 2.899
H 0.159 -4.583 -2.139
H -4.052 -2.152 0.312
C 0.759 -4.062 2.151
C -3.852 -4.842 -0.197
H 6.434 -0.289 -0.491
H -1.470 4.861 -0.167
H 1.162 -4.106 3.162
C -2.518 -4.453 -0.071
C -3.198 -7.156 -0.264
Ru 0.122 -0.003 0.878
C 0.080 1.854 0.165
C -1.540 -5.441 -0.049
H -4.376 0.731 -2.853
H -4.900 0.717 -1.182
H 1.512 -4.469 1.476
Ge -0.334 -2.402 0.028
C -4.492 0.351 2.001
C -0.670 4.132 -0.190
H -0.492 -5.175 0.052
H 0.794 5.545 -0.867
C 0.598 4.520 -0.584
C -2.979 -1.992 0.233
H -0.122 -2.095 -2.415
Ge -2.341 -0.166 0.283
C 5.535 -0.843 -0.258
H 1.447 -1.810 -1.675
H -1.091 -7.538 -0.121
C 5.577 -2.199 -0.021
N -0.347 -1.219 4.704
H 1.716 -4.343 -1.334
H -3.465 -8.202 -0.337
H -2.763 1.714 1.987
S 3.993 1.467 -0.485
C 0.374 -2.584 1.863
C -2.151 -3.021 0.055
C 1.355 2.280 -0.236
C -4.174 0.295 -1.875
H 2.298 -2.835 0.529
H 2.622 3.890 -0.907
C -0.929 2.817 0.192
H -4.695 -0.716 2.066
H -2.484 0.193 2.818
C 2.358 1.231 -0.199
C 1.626 3.587 -0.605
H -4.640 -4.100 -0.232
H -1.930 2.572 0.504
S 0.326 0.888 2.895
C 4.298 -0.208 -0.188
N 1.983 -0.015 0.117
H 1.509 -3.883 -3.017
C 3.117 -0.886 0.118
C -0.071 -0.363 3.984
H -0.454 -2.333 2.521
C 1.011 -3.915 -2.048
H -2.029 0.130 -2.166
C -2.986 0.652 1.970
C -1.868 -6.786 -0.143
H -5.030 0.762 1.148
H -4.357 -0.776 -1.952
H -0.118 -4.703 2.111
C 4.402 -2.899 0.259
H 1.228 -1.949 2.108
C 0.592 -2.480 -1.684
H -2.512 1.665 -1.486
H 6.521 -2.723 -0.060
C -4.188 -6.181 -0.291
C -2.724 0.598 -1.463
H -5.226 -6.467 -0.391
H 4.450 -3.967 0.423
*
```

Results
Orbital gap in eV: 4.994
Electronic energy in Eh: -6317.52967
LUMO energy in eV: -8.8


Entry 6:
DFT (ωB97M-V/def2-TZVPD) results for C22H27NO3P2Y as an isolated structure in a non-equilibrium geometry.

The geometry in ORCA input format:
```
! RIJCOSX wB97M-V def2-TZVPD def2/J DEFGRID3
* xyz 1 1
H -0.945 -2.274 -3.249
H 4.431 -2.596 -3.961
P -2.943 0.706 -1.159
H 4.537 -0.094 -3.723
C 2.535 1.562 -2.880
C 1.178 2.221 -3.102
C 2.894 1.724 -1.490
H 1.987 1.038 3.423
H 0.384 0.806 4.152
C 2.344 -2.702 -3.422
H -4.508 2.295 -0.228
H 1.080 -3.372 0.742
P -0.551 -2.858 -0.936
H 3.816 2.256 -1.701
H -3.227 3.141 -1.162
H -2.863 2.482 0.453
C 0.406 0.765 2.018
C 1.285 -0.600 -2.874
H -2.476 -3.959 -0.034
N 0.217 0.152 -2.323
C 2.473 0.065 -3.169
H -2.416 0.228 -3.469
H 1.755 -3.687 -0.877
C -0.094 -2.762 -2.745
H 3.257 2.020 -3.564
H -4.517 -1.042 -0.719
H 1.984 4.171 -3.477
H -1.448 -5.119 -0.928
H -0.287 5.229 -3.685
H 0.591 -4.847 -0.150
C 1.198 -2.014 -3.026
O -0.353 1.500 1.272
O 0.726 -0.422 1.621
H -3.386 1.729 -3.295
C 0.861 -3.788 -0.251
C 3.546 -2.033 -3.668
C 3.612 -0.645 -3.542
C -0.194 4.163 -3.481
C 1.070 3.584 -3.367
C -1.341 3.377 -3.350
H -4.672 -0.481 -2.407
H -5.360 0.497 -1.062
O 2.305 1.348 -0.501
H 2.293 -3.788 -3.538
C -1.875 -4.107 -0.941
C -2.516 1.175 -2.914
H -0.016 -3.800 -3.097
H 0.781 2.365 3.378
H -2.524 -3.984 -1.818
C -3.438 2.319 -0.468
C 0.039 1.456 -2.859
C 0.926 1.285 3.330
C -4.532 -0.156 -1.368
C -1.258 2.018 -3.049
H -2.328 3.827 -3.485
Y -0.388 -0.114 -0.393
*
```

Results
Energy relative to the best compared isomer or geometry (same formula, charge and spin) in eV: 1.201
Orbital gap in eV: 7.623
Electronic energy in Eh: -1855.97166
LUMO energy in eV: -2.9


Q: Number 4 is which compound?
A: C44H47BFGeN12O6PSe2Tl


Q: Which of these has the highest electronic energy?
A: C22H23N2